(A)
This record from the OMol25 dataset describes a cluster of 2 separate species, C4H14N2 in total. The level of theory is wB97M-V/def2-TZVPD.

Bonds (Å) are listed after each position.
CARTESIAN COORDINATES (ANGSTROEM)
1 C -0.19 2.39 0.46  C2 1.469, H4 1.155, H5 1.150, H6 1.088
2 C 0.71 2.57 1.62  C1 1.469, N3 1.610, H7 1.142, H8 1.123
3 N 2.20 2.46 1.04  C2 1.610, H9 1.054, H10 0.966
4 H -0.13 3.31 -0.24  C1 1.155
5 H -0.05 1.41 -0.11  C1 1.150
6 H -1.18 2.29 0.91  C1 1.088
7 H 0.40 3.56 2.11  C2 1.142
8 H 0.69 1.64 2.25  C2 1.123
9 H 2.01 2.15 0.05  N3 1.054
10 H 2.52 3.37 1.00  N3 0.966
11 C -1.77 -3.26 -0.46  N12 1.496, H14 1.052, H15 1.109, H16 1.093
12 N -0.39 -2.77 -0.75  C11 1.496, C13 1.625, H17 1.073
13 C -0.37 -1.42 -1.66  N12 1.625, H18 1.072, H19 1.076, H20 1.185
14 H -2.16 -2.70 0.34  C11 1.052
15 H -2.53 -3.33 -1.26  C11 1.109
16 H -1.56 -4.25 -0.06  C11 1.093
17 H 0.20 -3.51 -1.27  N12 1.073
18 H -0.70 -1.83 -2.59  C13 1.072
19 H 0.59 -0.95 -1.83  C13 1.076
20 H -1.11 -0.71 -1.07  C13 1.185

Its SMILES is CCN.CNC. As for the total charge: 0. The spin multiplicity is 1.

***

(B)
This record from the OMol25 dataset describes a cluster of 2 separate species, C4H14N2 in total. The level of theory is wB97M-V/def2-TZVPD.

Bonds (Å) are listed after each position.
CARTESIAN COORDINATES (ANGSTROEM)
1 C 2.25 -0.20 1.11  C2 1.526, H5 1.089, H6 1.087, H7 1.087
2 C 1.36 -0.14 -0.13  C1 1.526, C3 1.533, N4 1.460, H8 1.098
3 C 2.13 0.43 -1.33  C2 1.533, H9 1.090, H10 1.089, H11 1.087
4 N 0.15 0.63 0.19  C2 1.460, H12 1.014, H13 1.026
5 H 2.65 0.78 1.34  C1 1.089
6 H 3.08 -0.88 0.94  C1 1.087
7 H 1.67 -0.55 1.96  C1 1.087
8 H 1.01 -1.15 -0.38  C2 1.098
9 H 2.47 1.44 -1.12  C3 1.090
10 H 1.49 0.46 -2.21  C3 1.089
11 H 2.99 -0.19 -1.55  C3 1.087
12 H 0.41 1.56 0.51  N4 1.014
13 H -0.43 0.74 -0.65  N4 1.026
14 C -3.49 -0.08 0.22  N15 1.453, H16 1.102, H17 1.092, H18 1.097
15 N -2.37 -0.90 -0.18  C14 1.453, H19 1.055, H20 1.018
16 H -3.69 -0.08 1.30  C14 1.102
17 H -3.30 0.96 -0.08  C14 1.092
18 H -4.40 -0.41 -0.30  C14 1.097
19 H -1.47 -0.53 0.22  N15 1.055
20 H -2.51 -1.86 0.14  N15 1.018

Its SMILES is CC(C)N.CN. As for the total charge: 0. The spin multiplicity is 1.

***

Order of stability, best first: (B), (A)